{"formula": "C31H37DyN5", "method": "ωB97M-V/def2-TZVPD", "symbols": ["C", "H", "H", "H", "H", "C", "C", "H", "H", "C", "N", "H", "H", "H", "H", "H", "C", "H", "H", "C", "C", "C", "C", "H", "C", "C", "H", "H", "H", "N", "C", "H", "C", "C", "C", "H", "C", "H", "C", "C", "C", "C", "N", "H", "H", "H", "N", "C", "H", "H", "C", "C", "H", "H", "H", "C", "C", "Dy", "H", "H", "H", "H", "C", "H", "H", "C", "C", "H", "N", "H", "C", "H", "C", "C"], "positions_angstrom": [[-1.342, -4.140, 3.003], [-1.287, 3.438, -6.679], [2.546, -1.148, 3.402], [1.418, 3.403, -0.849], [-2.075, -0.512, -1.903], [-3.621, -0.488, 3.549], [-0.684, 3.713, -5.791], [-0.662, 1.415, 4.221], [-0.103, -3.214, 6.037], [0.921, -3.012, -2.374], [-0.034, -2.400, -1.539], [-0.594, 3.771, 2.610], [1.184, 1.857, -1.676], [-1.258, 4.472, -5.229], [1.616, -3.810, -2.085], [-2.204, -4.650, 2.528], [0.418, 1.233, 4.132], [-4.964, 0.046, 1.946], [3.271, 0.446, 3.917], [-1.282, -4.033, 4.408], [0.865, 0.479, -4.588], [-0.314, -3.593, 2.172], [0.693, -2.394, -3.556], [-2.961, 0.108, 0.399], [1.976, 0.582, 2.193], [-0.434, 2.486, -4.956], [3.938, 1.079, -0.133], [0.257, 4.165, -6.152], [-1.724, 2.434, 2.367], [-0.239, -1.235, -3.311], [0.824, 2.469, -0.835], [1.024, -2.663, -4.564], [-2.276, -0.639, 3.492], [2.178, -2.287, 2.536], [-0.466, -1.260, -1.943], [-3.238, 0.726, -2.446], [3.109, 0.352, -0.133], [2.032, -1.328, -4.873], [0.975, 1.758, 0.466], [0.247, 2.002, 1.679], [-0.866, 2.954, 1.910], [-1.394, 2.117, -4.005], [0.828, -2.881, 4.223], [-2.025, -4.479, 5.078], [1.410, 1.968, -5.956], [-1.214, 3.415, 0.974], [-4.018, -0.152, 2.247], [-2.180, 0.558, -2.206], [-1.601, -0.821, 4.318], [-1.981, 1.161, -1.301], [-1.293, 0.921, -3.349], [-0.279, 0.077, -3.876], [0.924, 2.006, 4.736], [2.807, 0.144, -5.287], [-4.322, -0.578, 4.368], [0.847, 1.251, 2.715], [0.679, 1.685, -5.223], [0.053, -0.724, 0.481], [2.266, -2.891, 1.434], [2.776, 0.247, -1.180], [2.629, -0.291, -3.585], [0.632, 0.258, 4.593], [-2.932, -0.146, 1.452], [-0.221, 2.739, -1.057], [-2.248, 2.760, -3.829], [2.974, -0.126, 3.030], [-0.172, -3.356, 4.950], [3.862, -0.390, 2.448], [-1.833, -0.502, 2.143], [-0.327, -3.636, 1.040], [2.043, 0.838, 0.790], [3.507, -0.624, 0.183], [2.126, -0.296, -4.559], [0.815, -2.833, 2.854]], "forces_ev_per_a": [[0.8891, 0.4109, -1.1867], [0.2595, 0.2172, 0.3088], [1.0690, 1.7402, -0.2374], [-0.1932, -0.2008, -0.0710], [-0.4679, 1.4554, -0.3826], [-0.1723, 0.4376, -0.7449], [-0.0920, 0.3282, -0.3241], [0.1728, 0.0215, 0.0284], [0.1167, -0.1903, -0.2880], [-2.4769, 0.8299, -1.1741], [2.9342, -1.7135, 4.5121], [-0.0426, -0.3224, -0.3366], [-0.1295, 0.1301, 0.0994], [0.3038, -0.2615, -0.2453], [-0.7732, 0.2906, -0.1964], [0.6719, 0.2565, 0.2874], [-0.1663, -0.0216, 0.5795], [0.3380, -0.0486, 0.1246], [0.1081, 0.5419, -0.1407], [0.3553, 0.2416, -0.1797], [-2.2929, 0.1255, 0.4824], [0.4799, 1.1521, 1.0371], [-0.5784, 1.0688, -1.0251], [-0.0094, -0.1464, 0.1386], [0.0776, 0.3762, -0.3886], [-0.2701, 0.1690, -0.5366], [0.0438, -0.2843, -0.1863], [-0.4209, -0.1399, 0.1752], [0.0061, 0.1788, -0.0666], [1.8581, -1.2330, 0.3178], [-0.0262, 0.2846, -0.3868], [-0.3526, 0.1837, 0.7031], [0.4335, -0.2397, -1.4749], [-3.0367, -6.3153, -4.6328], [0.3576, -1.2689, -1.2469], [-0.0365, 0.4426, -0.2540], [0.4904, 0.0755, -0.1827], [0.1384, 0.4016, 0.0337], [0.3629, -0.2335, 0.9922], [0.8329, -0.5608, -0.7049], [-0.6138, 0.3344, 0.0186], [0.5747, 0.6632, -0.6463], [-1.5145, 0.8654, 1.2146], [0.1304, 0.2227, -0.4167], [0.3337, 0.5653, -0.1716], [0.0516, -0.0605, 0.2018], [-0.4732, -0.0704, 0.5401], [-2.0445, -0.3801, 0.1773], [0.0351, -0.2394, -0.3890], [0.3073, -0.1855, -0.3729], [0.7969, -0.8829, -1.0339], [1.0187, -1.6115, 1.7241], [-0.0615, -0.1668, -0.0843], [0.2291, 0.2848, 0.0627], [0.1373, 0.1224, -0.2220], [0.1504, -0.1086, -1.0054], [-0.1450, 0.6437, 0.0649], [0.4442, -0.5349, 1.0125], [0.2326, 1.7040, 1.2904], [-0.0142, 0.0539, 0.2670], [-0.3112, 0.0508, -0.0540], [0.0180, 0.1836, -0.0290], [1.2643, -0.8286, 1.2572], [0.2649, -0.0281, 0.0164], [0.1008, 0.2257, 0.1944], [0.1124, 0.9795, 1.0999], [-0.3031, -0.4941, -0.5913], [-0.0850, -0.1212, 0.2536], [-2.1542, 0.7918, 0.8541], [-0.1514, -0.1251, 1.4299], [-0.5907, 1.0448, 0.6315], [-0.1023, 0.2658, -0.0577], [1.0302, 0.0627, -1.1444], [0.5698, -1.4060, 0.6811]], "multiplicity": 6, "lumo_ha": [0.0838, 0.0836], "e_homo_ev": [-2.36, -2.71], "charge": -1}

{"formula": "C31H37IrN4O3", "method": "ωB97M-V/def2-TZVPD", "symbols": ["N", "H", "C", "H", "O", "C", "C", "C", "H", "C", "H", "H", "N", "C", "C", "H", "H", "C", "H", "C", "H", "H", "C", "C", "H", "H", "H", "H", "N", "H", "C", "C", "C", "C", "H", "C", "C", "Ir", "H", "C", "H", "C", "H", "C", "H", "C", "N", "O", "H", "C", "H", "C", "H", "C", "C", "C", "O", "H", "H", "H", "H", "C", "C", "H", "H", "C", "H", "C", "C", "H", "H", "H", "H", "H", "H", "H"], "positions_angstrom": [[2.035, -0.094, -1.220], [-0.344, 1.202, -2.209], [1.698, 2.203, -1.555], [1.772, -4.943, -1.706], [2.488, -3.417, -0.365], [-0.539, -1.562, 2.979], [3.730, -0.473, -3.325], [0.316, -2.082, 4.145], [-2.032, -3.693, 3.264], [2.499, -1.315, -1.473], [1.225, -2.580, 3.804], [2.463, 5.369, 2.560], [1.862, 0.846, 2.324], [-0.747, -2.642, 1.964], [-1.814, 2.053, -3.518], [0.315, -5.907, -1.881], [-2.887, 2.244, -3.543], [-1.565, -3.675, 2.288], [0.468, -2.830, -2.012], [-2.193, 4.762, -0.172], [0.012, -0.791, 2.455], [-2.997, 5.486, -0.124], [-1.819, -4.744, 1.392], [-0.022, -2.714, 0.665], [-1.878, -4.707, -2.562], [-2.338, -0.267, -2.169], [-3.016, 3.760, -1.875], [3.721, -2.558, -2.708], [0.911, -1.862, 0.308], [-1.096, 5.688, 1.440], [0.331, 3.597, 3.226], [-1.229, 2.823, -1.184], [-0.126, 3.911, 0.808], [0.939, 4.003, 1.876], [-1.624, -0.138, 4.182], [1.560, 5.403, 1.950], [0.792, -4.973, -2.175], [1.346, 0.338, 0.693], [3.504, 1.664, -3.641], [-1.247, -4.784, 0.125], [-2.510, -5.526, 1.686], [-1.844, -0.919, 3.454], [1.831, 5.784, 0.966], [3.231, 0.798, -3.052], [-1.290, 2.936, -3.881], [-0.130, 2.913, -0.213], [0.926, 2.030, -0.380], [1.739, 3.226, -2.170], [-2.490, -1.644, 3.950], [3.354, -1.556, -2.530], [-3.248, 0.980, -1.314], [-1.337, 1.648, -2.119], [-1.621, 1.236, -4.213], [-0.415, -3.790, -0.314], [-1.357, -3.754, -2.628], [-1.129, 4.842, 0.764], [2.041, 1.145, 3.392], [-1.088, -3.593, -3.671], [0.903, -4.979, -3.258], [-2.404, -0.478, 2.627], [-0.257, -2.798, 4.736], [2.389, 0.945, -1.967], [-0.069, -3.751, -1.774], [-1.848, 0.227, -0.532], [-0.158, 2.618, 3.174], [-2.249, 0.582, -1.490], [1.729, 3.298, 1.613], [-2.217, 3.775, -1.148], [2.001, -2.344, -0.524], [-0.418, 4.323, 3.545], [4.421, -0.621, -4.145], [0.892, 6.115, 2.437], [0.590, -1.269, 4.818], [-2.050, -2.968, -2.321], [-1.498, -5.596, -0.543], [1.104, 3.562, 3.994]], "forces_ev_per_a": [[-0.2626, -0.2417, 0.0592], [-0.0305, -0.0360, -0.1049], [-0.1135, 0.1995, -0.0089], [-0.0026, -0.0632, -0.0678], [-0.1715, 0.1017, 0.3998], [0.4656, 0.3148, -0.2350], [0.0079, 0.0142, 0.0347], [-0.1007, -0.1793, 0.0868], [-0.0384, 0.0039, -0.0450], [-0.0638, 0.0711, -0.0472], [0.0099, 0.0412, 0.0093], [0.0116, -0.0035, -0.0065], [-2.7235, -0.3536, 0.3881], [-0.5404, 0.0908, 0.4378], [0.0016, -0.0908, 0.0249], [-0.0532, 0.0122, -0.0633], [0.0168, 0.0387, 0.0249], [0.0985, -0.1210, -0.0732], [-0.0558, -0.0095, -0.0422], [0.1999, 0.1234, 0.0165], [0.1139, 0.2597, 0.1169], [0.0410, 0.0314, 0.0093], [0.1794, 0.1875, 0.1967], [0.2399, 0.9496, -0.8971], [0.0458, -0.0175, -0.0086], [-0.0056, 0.0069, 0.0028], [-0.0615, -0.0756, 0.0761], [0.0242, 0.0202, -0.0194], [-0.1684, -0.5076, 2.1701], [-0.0679, -0.0444, 0.0327], [0.0521, -0.0373, -0.0297], [0.1723, 0.0319, -0.0320], [-0.0369, -0.2362, 0.1665], [-0.0456, 0.0320, -0.1105], [0.0403, -0.0247, -0.0523], [0.1024, -0.0539, 0.1113], [-0.0077, 0.1188, 0.0843], [0.8180, 0.8040, -1.1611], [-0.0309, -0.0062, -0.0004], [0.3080, -0.1562, -0.2463], [-0.0074, -0.0012, 0.0117], [-0.1823, -0.1768, 0.0050], [0.0040, -0.0065, -0.0028], [0.1610, -0.0623, -0.0226], [0.0009, -0.0126, -0.0023], [-0.2140, 0.1196, 0.2229], [0.6897, -0.5636, 0.7112], [-0.0879, -0.0587, -0.0510], [-0.0052, 0.0397, 0.0230], [0.0808, -0.0209, 0.0252], [0.0101, -0.0155, 0.0168], [0.1269, 0.1589, -0.0591], [-0.0325, -0.0014, -0.0091], [-0.1007, -0.5716, -0.1821], [-0.1467, 0.2089, 0.1172], [-0.1908, 0.0340, -0.0562], [1.2432, -0.1198, -0.6014], [0.0206, -0.0085, 0.0073], [-0.0032, -0.0128, -0.0042], [0.0169, -0.0094, 0.0239], [0.0450, -0.0333, 0.0014], [-0.2533, -0.0456, -0.0652], [0.0219, -0.3093, -0.0932], [-0.0419, 0.0200, 0.0038], [-0.0334, 0.0515, 0.0294], [0.0822, -0.0148, -0.0026], [0.0880, 0.0624, -0.0470], [0.0087, 0.0283, -0.0662], [0.5749, 0.0034, -0.8761], [-0.0057, -0.0120, -0.0132], [-0.0415, -0.0012, -0.0302], [-0.0560, -0.0019, -0.0850], [-0.0164, 0.0524, -0.0787], [0.0183, 0.0029, -0.0395], [-0.1095, 0.0387, -0.0198], [-0.0329, 0.0440, 0.0112]], "multiplicity": 2, "lumo_ha": [-0.4623, -0.4620], "e_homo_ev": [-17.61, -17.61], "charge": 3, "relative_energy_kj_mol": 0.00}

{"formula": "C31H37MgN6S2", "method": "ωB97M-V/def2-TZVPD", "symbols": ["H", "H", "H", "H", "C", "C", "C", "H", "H", "H", "H", "H", "C", "C", "H", "H", "H", "C", "C", "C", "Mg", "H", "H", "C", "S", "H", "H", "H", "N", "H", "C", "H", "C", "H", "C", "N", "C", "C", "H", "H", "C", "N", "H", "H", "C", "N", "N", "S", "H", "C", "C", "C", "H", "C", "C", "H", "C", "H", "H", "H", "H", "H", "C", "H", "C", "H", "C", "C", "C", "C", "H", "C", "H", "C", "H", "N", "C"], "positions_angstrom": [[-0.828, -5.079, -1.664], [2.640, -0.497, -4.645], [-2.391, -2.545, 4.584], [-3.645, -2.665, 3.358], [-2.609, -2.322, 3.508], [-1.234, 1.224, 3.664], [-4.274, 2.102, 1.595], [0.938, 1.120, -7.074], [-2.713, 3.999, 2.704], [-2.347, 2.077, -7.619], [-1.264, -2.686, -2.424], [0.790, 1.957, 3.828], [2.383, 0.565, -4.772], [-1.855, 1.060, -7.533], [-1.004, 3.851, 3.046], [5.427, 0.458, 3.045], [-4.639, -0.308, 0.654], [3.340, -1.035, 0.771], [-0.150, 1.956, 4.414], [1.210, -2.077, -0.325], [0.150, 0.227, -1.680], [-3.909, 2.290, 0.561], [-4.558, 3.007, 2.134], [-1.196, 0.463, -3.926], [-2.154, 0.100, -2.586], [-2.659, 0.321, -7.526], [2.934, 0.435, 2.297], [1.871, 4.480, -0.157], [0.132, 0.442, -3.819], [-1.579, 3.504, 1.439], [1.507, 2.471, -0.169], [-0.441, 2.997, 4.616], [-2.487, -0.840, 3.248], [0.892, -5.458, 0.047], [-4.448, -0.819, 1.631], [0.225, -1.888, -1.241], [4.298, -1.907, 0.165], [-3.243, 1.284, 2.353], [6.364, -2.432, 0.069], [-5.420, -0.883, 2.114], [-0.182, -4.250, -1.340], [2.042, 1.352, 0.367], [-0.254, -1.981, 4.256], [0.067, 1.441, 5.384], [-0.404, -2.949, -1.786], [2.175, 3.566, 0.216], [-1.816, 0.823, -5.121], [0.106, 2.631, -1.134], [2.938, 0.920, -5.647], [5.999, -0.949, 1.603], [-2.104, 1.932, 2.850], [-1.833, 3.386, 2.506], [0.653, -0.469, 4.347], [0.905, 0.658, -4.929], [5.044, -0.198, 2.252], [-2.819, 0.875, -5.145], [0.303, 0.955, -6.176], [2.701, 1.107, -3.869], [7.065, -0.887, 1.878], [3.092, 3.465, 0.673], [-4.183, -1.851, 1.373], [-0.394, -0.882, 5.642], [-0.308, -0.932, 4.571], [-1.912, -2.906, 2.901], [-3.412, -0.102, 2.436], [-1.213, 0.870, -8.385], [3.710, -0.253, 1.903], [-1.420, -0.182, 3.858], [0.790, -4.437, -0.382], [1.978, -0.919, 0.158], [2.359, -3.540, 0.752], [-1.093, 0.938, -6.281], [3.940, -2.728, -0.497], [1.534, -3.374, 0.052], [-5.155, 1.470, 1.555], [1.417, 0.260, -0.084], [5.626, -1.807, 0.558]], "forces_ev_per_a": [[0.4430, 0.5127, -0.0085], [-0.0264, 0.2371, 0.1020], [-0.0746, 0.1882, -0.9150], [0.4604, -0.0268, -0.1805], [-0.6712, -0.1095, 0.8364], [-0.2516, -0.8138, 0.3713], [0.3418, -0.8608, -0.1783], [-0.7086, -0.2433, 0.8394], [0.0053, 0.0666, -0.0909], [0.6549, -1.0512, 0.0418], [0.7186, -0.2631, 0.0558], [-0.2295, 0.1465, 0.2915], [0.1718, -0.2090, 0.1412], [-0.8401, 0.9553, -0.3081], [-0.1843, -0.3264, -0.0343], [-0.5837, -0.2361, -0.1951], [0.2359, -0.3448, 0.7291], [0.2285, -0.6631, 0.5181], [0.5755, -0.4948, 0.4713], [0.0826, -0.9005, -1.0371], [-0.5869, 0.1104, 0.3736], [-0.4186, 0.2792, 0.6030], [0.2373, 0.0995, -0.2905], [-1.7877, 0.4419, 0.1109], [-0.2936, 0.1246, -0.4309], [0.0089, 0.0279, -0.1073], [0.9066, -0.7224, 0.0344], [0.4871, -1.0136, 0.4980], [1.5235, -0.0812, -1.8552], [-0.2342, -0.1609, 0.2093], [0.7483, -0.4319, 1.2048], [0.2371, -0.5157, 0.0705], [-0.0821, 0.5306, -0.2291], [0.3112, 0.9526, -0.3601], [-0.6196, -0.0318, -1.1179], [0.5173, -0.0408, -0.2359], [-0.9673, 0.2751, 0.6561], [-0.1005, 0.1981, -0.8529], [0.0394, 0.0072, 0.1001], [-0.1802, 0.0610, 0.2183], [-0.8025, 0.2202, -0.4949], [-0.6400, 0.6286, -1.0376], [-0.0232, 0.2964, 0.2003], [-0.1654, 0.5885, -0.7921], [-0.7542, 0.5223, 0.9338], [0.2388, 1.4549, -0.3719], [2.1125, -0.5670, -0.4673], [-0.1074, 0.0386, -0.3753], [-0.2988, 0.0517, 0.2386], [0.5828, -0.6287, -0.9561], [0.0525, 0.1188, 0.4286], [-0.1990, 0.1257, -0.2067], [0.0218, -0.0614, -0.1395], [-1.2326, 0.4685, 0.3990], [0.6206, 0.4911, 1.0694], [-0.3204, -0.1414, 0.1329], [-0.1774, -0.4648, -0.2732], [-0.0616, -0.1577, -0.2580], [-0.7123, 0.0410, -0.0787], [-0.9490, 0.0699, -0.3551], [0.2135, 0.2404, 0.2106], [-0.1909, -0.1760, 0.6322], [-0.1389, -0.0705, -0.6183], [-0.1449, -0.1186, -0.0500], [1.4588, -0.3032, 1.1277], [-0.0182, 0.1661, -0.1362], [-1.0538, 0.3323, -1.7081], [0.5229, 1.1301, -0.5509], [-0.3934, -1.6034, 0.1390], [-0.1949, 1.6129, 0.2489], [-0.5210, 0.1377, -0.1355], [0.7835, 0.4399, 1.3420], [0.5958, 1.0791, 0.0911], [0.8941, 0.2395, 1.2061], [-0.3258, 0.3148, -0.3169], [1.3315, -2.0329, 0.5943], [-0.0980, -0.1563, 0.2780]], "lumo_ha": -0.1425, "e_homo_ev": -9.61, "charge": 1, "relative_energy_kj_mol": 0.00}